Entry from OMol25: a structure of composition C62H66CuN8OPSi2 (ωB97M-V/def2-TZVPD).

Output
Energy above the lowest of the compared OMol25 structures with the same formula, charge and spin = 3.2 kcal per mole
Multiplicity = 2
Charge = +1
Highest occupied orbital energy (alpha / beta) = -9.7 / -9.8 eV
E_tot = -149018.1586 eV

XYZ file:
```
141
Properties=species:S:1:pos:R:3:forces:R:3:mulliken_charge:R:1
Cu 0.8185 -0.3374 0.7644 -0.225 -0.008 0.141 1.3878
P -2.6998 0.7225 0.9576 0.013 0.174 0.153 -0.6461
Si 4.6682 -0.9078 -0.9030 -0.024 -0.029 0.076 0.3219
Si 3.0079 1.9433 -1.7235 -0.011 0.063 -0.062 0.7819
O 2.3024 -1.0061 2.1497 0.112 -0.107 -0.106 -0.0822
N -1.5582 2.8343 2.2816 -0.036 -0.009 0.084 0.4695
N -3.1314 -1.9895 1.2662 -0.156 0.057 -0.009 0.2855
N -0.9808 -1.5047 1.3213 0.108 -0.138 0.325 1.1953
N 0.9972 -0.8895 3.9760 -0.021 0.033 0.050 0.0576
N -1.8833 0.1536 -1.6585 0.123 0.032 0.107 0.6161
N -3.6332 1.5096 -1.5526 0.057 -0.020 -0.108 0.6317
N 0.9892 -1.0319 -1.1124 0.453 0.106 -0.246 1.9143
N -0.0119 1.3354 1.8212 0.051 -0.384 -0.065 1.3545
C -2.1932 -1.0016 1.1983 -0.056 -0.042 0.058 -1.1164
C 0.5238 2.2734 2.6660 0.256 0.190 -0.086 -1.1939
C -2.0211 -1.4372 -6.1874 0.010 -0.044 0.034 -0.9734
C -2.7193 -5.3707 2.5605 -0.002 0.024 0.001 -0.2804
C -1.2807 1.6661 1.6280 -0.180 0.132 -0.015 -0.8419
C -0.7051 -1.1731 -6.5444 0.022 0.019 0.032 -0.5846
C -1.7296 -0.1866 -4.1426 0.042 0.216 -0.079 0.5888
C -4.1633 1.8843 -3.9818 0.041 -0.046 0.025 -0.1993
C 0.6117 6.6384 4.1569 -0.010 0.012 -0.001 -0.8204
C -2.4672 -3.1823 1.4308 0.047 -0.029 0.112 1.1044
C -1.1286 4.6078 4.8928 0.008 0.009 0.011 0.0702
C 0.1835 -4.6231 0.3390 0.022 0.022 0.018 -0.0758
C -1.0376 5.7548 5.6665 0.016 0.009 -0.019 -0.8373
C -1.1314 -2.8634 1.4840 -0.042 -0.100 -0.345 -2.2621
C 3.4968 2.0506 -3.5340 -0.032 -0.078 -0.053 -1.2552
C -4.1868 3.2619 -5.9615 -0.031 -0.007 0.006 -0.7992
C 2.1846 -1.0772 3.3709 -0.018 -0.046 0.007 0.3215
C 0.0926 -1.8832 -1.6262 -0.060 -0.070 0.082 -0.3566
C 0.8425 -4.0037 2.5577 -0.025 0.011 0.082 0.6736
C -2.6709 0.8234 -0.8465 -0.239 0.118 -0.083 -0.7428
C 1.3225 -2.1634 -3.6315 0.166 -0.211 0.127 -1.4641
C 2.0780 -0.7331 -1.8485 -0.157 -0.060 0.000 0.3094
C -2.5294 -0.9455 -4.9940 -0.012 -0.004 -0.028 -0.5053
C 1.8979 2.2314 3.2064 -0.072 -0.018 0.025 0.6308
C -0.4081 0.0593 -4.5011 -0.156 0.191 -0.068 0.5854
C 2.9782 1.8455 2.4234 0.069 0.107 -0.089 0.5767
C 1.8844 -4.9180 2.5026 0.027 0.017 -0.005 -0.9798
C -4.1201 -4.9003 0.6666 0.029 -0.021 -0.053 -0.4357
C 3.1267 0.1289 -1.2580 0.077 -0.117 -0.165 -0.1112
C -4.7040 -6.1522 0.7875 0.003 0.012 -0.001 -0.7854
C -2.3168 0.4070 -2.9208 -0.157 0.137 -0.179 -1.0209
C -4.2952 -7.0163 1.7926 0.014 0.009 0.020 -0.4599
C -4.5773 -1.8212 1.2050 0.063 0.029 0.008 -1.1371
C -0.4204 3.2352 2.9367 -0.176 -0.044 0.010 0.7874
C 4.1200 -2.6266 -0.4146 -0.100 -0.008 0.058 -0.6533
C 2.1308 2.6004 4.5340 -0.021 -0.009 0.033 -0.7836
C -3.3987 1.2643 -2.8819 0.005 -0.073 0.043 0.4908
C -3.1247 -4.4945 1.5544 0.000 0.033 -0.028 0.2748
C -2.8093 3.5817 2.2457 0.024 -0.048 -0.022 -0.9375
C 4.2693 1.8919 2.9324 0.063 0.006 -0.023 -0.2174
C -3.2988 -6.6238 2.6760 -0.017 -0.006 -0.008 -0.7969
C 2.0844 -5.6799 1.3603 -0.013 0.026 -0.020 -0.6226
C 1.2440 2.5589 -1.5303 -0.085 -0.041 0.058 -0.6462
C -6.2125 2.2080 -5.2125 -0.004 -0.012 0.013 -0.8110
C -0.0056 -3.8303 1.4704 -0.017 0.017 -0.005 0.2970
C 0.5189 5.4926 3.3812 0.075 -0.010 -0.015 -0.0045
C 3.3579 -1.3891 4.2554 -0.021 0.048 0.026 -1.6778
C -5.5445 3.0177 -6.1200 0.033 0.020 0.014 -0.3945
C 5.7318 -0.1958 0.4544 -0.050 0.022 0.101 -0.6945
C 4.1641 3.0990 -0.8102 0.081 -0.116 0.091 -1.1862
C 0.2205 -2.4865 -2.8576 0.094 -0.133 0.073 -1.1130
C 3.4168 2.6296 5.0483 0.038 -0.002 -0.035 -0.9728
C 1.2236 -5.5386 0.2809 -0.019 0.009 0.029 -0.9236
C -4.7349 2.3217 -1.0566 0.061 -0.034 -0.017 -1.0293
C 2.2493 -1.2746 -3.1283 0.064 -0.008 0.070 -0.3250
C -3.4996 2.6997 -4.8967 0.007 -0.051 -0.013 -0.1732
C -0.1650 6.7714 5.2990 -0.021 -0.028 0.003 -0.4296
C -5.5243 1.6419 -4.1496 -0.036 0.006 0.000 -0.0405
C -0.3502 4.4691 3.7443 0.009 -0.081 -0.003 -0.5597
C 4.4960 2.2916 4.2405 -0.075 0.014 0.036 -1.0490
C 0.1021 -0.4290 -5.6951 -0.188 0.155 -0.087 -0.7482
C 5.7000 -1.0165 -2.4760 -0.035 0.077 -0.030 -1.2343
H 0.6556 1.9061 -0.8802 -0.029 0.018 0.004 -0.6113
H 3.6875 -0.4706 4.7474 -0.013 -0.014 -0.023 0.3106
H -2.6408 4.5556 2.6942 0.011 0.004 0.021 0.4987
H 1.2366 3.5647 -1.1009 0.009 -0.025 -0.010 0.5824
H -4.6170 2.4872 0.0079 0.060 0.004 0.086 0.3742
H -1.7956 3.8057 5.1883 0.004 0.005 0.000 0.4744
H 4.5671 1.8742 -3.6607 -0.014 0.012 -0.030 0.3355
H -1.9456 -5.0631 3.2522 0.003 -0.003 0.001 0.4559
H -0.4935 -4.5200 -0.4999 0.010 0.004 -0.011 0.4859
H 5.9752 0.8566 0.3013 0.024 -0.030 0.010 0.3509
H 1.4501 -2.5905 -4.6184 0.016 -0.010 0.062 0.5279
H 3.3856 -2.5786 0.3952 0.033 -0.021 0.008 -0.3150
H 3.1147 -0.9884 -3.7085 0.079 -0.031 0.002 0.7289
H 2.8067 1.5059 1.4091 0.030 0.035 -0.067 -0.2691
H -1.6405 5.8530 6.5597 0.002 -0.003 -0.010 0.4186
H -3.5932 3.0632 2.7954 0.012 -0.026 -0.007 0.3186
H -3.5576 -1.1479 -4.7180 -0.002 0.023 -0.011 0.5302
H -4.8334 -0.8150 1.5277 0.017 0.003 0.032 0.3624
H -2.6529 -2.0251 -6.8404 0.000 0.007 -0.002 0.4319
H 5.3975 -1.8708 -3.0840 -0.013 0.014 -0.027 0.3012
H -4.4214 -4.2482 -0.1437 -0.003 0.003 -0.001 0.4047
H 1.1313 5.3798 2.4947 -0.009 0.005 0.004 0.5064
H 6.7543 -1.1474 -2.2202 -0.022 -0.026 0.002 0.4036
H -0.7787 -2.0651 -1.0167 0.063 -0.051 0.000 -0.1238
H 3.0933 -2.1176 5.0224 0.008 0.009 0.003 0.4628
H -0.0906 7.6647 5.9049 0.002 -0.001 -0.007 0.4197
H 0.7360 2.6111 -2.4947 -0.043 -0.026 -0.040 0.3928
H -4.7495 -7.9940 1.8845 0.006 0.004 0.004 0.4054
H 1.2998 2.8594 5.1773 -0.040 0.043 -0.033 0.5919
H 0.6643 -3.4380 3.4632 0.041 0.051 -0.019 0.6172
H 4.1693 -1.7722 3.6436 0.006 -0.006 -0.001 0.2596
H 2.9573 1.3280 -4.1513 0.000 0.054 -0.013 0.1440
H 4.9706 -3.2216 -0.0707 -0.005 0.026 -0.012 0.5857
H 5.2293 -0.3045 1.4188 0.025 -0.006 -0.060 -0.2393
H 3.6617 -3.1546 -1.2544 -0.001 0.005 0.015 0.2698
H -2.9748 -7.2941 3.4612 0.001 0.002 -0.005 0.4301
H 1.3578 -6.1441 -0.6063 0.008 0.013 0.003 0.4580
H -4.7524 3.2769 -1.5778 0.015 0.008 0.009 0.3106
H 5.6191 -0.1179 -3.0903 0.044 -0.012 -0.003 0.2458
H 3.5756 2.9234 6.0780 0.003 0.000 -0.004 0.4264
H -0.5386 -3.1706 -3.2110 -0.017 0.018 0.008 0.5711
H 0.2255 0.6284 -3.8317 -0.012 0.038 0.018 0.3178
H 6.6721 -0.7514 0.4952 -0.015 -0.003 0.018 0.4797
H -5.0493 -2.5417 1.8674 -0.002 -0.020 0.000 0.4567
H 0.2098 -0.6210 3.4019 0.017 0.009 0.005 -0.2023
H -6.0813 3.4552 -6.9513 0.007 -0.001 0.000 0.4100
H -0.3116 -1.5467 -7.4809 0.000 0.003 -0.002 0.4419
H 3.7160 3.5071 0.0949 -0.006 -0.020 0.085 0.2144
H -2.4385 2.8784 -4.7725 -0.006 0.004 -0.005 0.4929
H 2.9024 -6.3872 1.3152 -0.014 -0.005 0.003 0.4432
H 0.9299 -0.8301 4.9763 -0.010 -0.006 -0.005 0.2446
H 1.1296 -0.2218 -5.9669 0.013 -0.001 0.006 0.4871
H -6.0453 0.9915 -3.4567 0.007 -0.014 -0.016 0.4503
H 4.3906 3.9366 -1.4752 -0.016 0.005 0.024 0.4857
H 1.2905 7.4301 3.8682 0.003 -0.012 0.003 0.4344
H -5.6868 1.8185 -1.2190 0.006 -0.005 -0.013 0.3135
H 5.1055 1.6198 2.3020 -0.071 0.038 0.041 0.4293
H 3.2752 3.0513 -3.9139 0.006 -0.006 -0.003 0.4744
H -4.9484 -1.9712 0.1920 0.014 0.004 -0.020 0.3202
H -5.4722 -6.4574 0.0888 0.009 0.008 0.003 0.4168
H 5.5047 2.3345 4.6306 -0.001 -0.004 -0.002 0.4429
H 2.5391 -5.0429 3.3562 -0.013 0.002 0.001 0.4650
H 5.1125 2.6338 -0.5371 -0.005 0.038 -0.034 0.3240
H -3.1232 3.7307 1.2164 -0.019 -0.004 -0.059 0.2663
H -7.2683 2.0072 -5.3401 0.010 0.004 0.010 0.3965
H -3.6622 3.8906 -6.6689 -0.001 -0.005 0.003 0.4238
```
Forces are in eV/Å.